# 1
Here is a structure of composition C27H40F3N3OPS3V from the OMol25 dataset. Energies are from the ωB97M-V functional and the def2-TZVPD basis.

The spin multiplicity is 3. Its charge is +2. The value obtained for the HOMO energy (spin up / spin down) is -13.89 / -13.94 eV. As for the HOMO-LUMO gap (spin up / spin down): 6.91 / 7.66 eV. The energy is -110788.97408 eV. Its relative energy (zero: lowest compared OMol25 entry of this formula, charge and spin) is 28.2 kcal per mole.

Last column: Mulliken charge in e.
Geometry (Å):
1 V 0.01 -1.08 -0.68  -0.12
2 S 0.46 -2.35 -2.70  0.04
3 S -2.15 -2.32 -0.62  0.10
4 S -3.15 -1.46 -4.06  -0.13
5 P 1.42 -1.25 1.41  -0.83
6 F -4.72 6.95 0.14  -0.24
7 F -3.12 7.81 -1.04  -0.27
8 F -4.83 6.90 -2.02  -0.24
9 O 0.37 -2.27 0.92  -0.78
10 N 2.16 -0.87 -0.09  0.89
11 N 0.54 0.09 1.73  1.23
12 N 2.41 -1.85 2.50  0.74
13 C -1.46 1.68 -0.96  0.24
14 C -1.46 -0.86 -4.29  -0.22
15 C -3.69 -1.64 -1.30  -0.93
16 C 4.15 0.06 -1.11  -0.79
17 C -0.37 -1.93 -4.27  -0.89
18 C 3.07 -1.98 -0.57  -0.90
19 C -3.48 3.07 -0.83  -0.13
20 C 3.41 -1.01 3.22  -0.29
21 C 3.99 -1.97 4.27  -0.69
22 C 0.15 2.05 3.06  -0.92
23 C -3.99 6.80 -0.98  0.80
24 C 1.06 1.48 1.97  -0.49
25 C 2.85 -2.96 4.52  -0.76
26 C -0.69 -0.12 2.57  -0.59
27 C 2.86 0.45 -0.39  -0.41
28 C -2.09 2.97 -0.99  0.58
29 C -1.32 4.12 -1.15  -0.54
30 C -1.16 1.30 2.85  -0.18
31 C 2.27 -3.20 3.14  -0.40
32 C -3.30 5.45 -0.99  0.28
33 C -0.33 -3.86 -2.06  -0.98
34 C -3.64 -0.71 -2.49  0.34
35 C -1.93 5.36 -1.16  -0.81
36 C 3.87 -1.33 -1.68  -0.57
37 C -0.88 0.61 -0.92  -0.44
38 C -1.81 -3.72 -1.74  -0.76
39 C -4.08 4.31 -0.82  -1.13
40 H -2.38 -3.53 -2.65  0.27
41 H -4.30 -2.53 -1.50  0.52
42 H -2.99 0.14 -2.30  -0.76
43 H 2.10 1.47 2.28  0.34
44 H 0.25 -4.11 -1.17  0.31
45 H 1.24 -3.53 3.13  0.35
46 H -0.74 -2.89 -4.64  0.49
47 H 3.19 -3.88 4.99  0.40
48 H 2.93 -0.16 3.69  0.23
49 H 4.18 -0.64 2.53  0.21
50 H -2.17 -4.64 -1.28  0.55
51 H -4.65 -0.31 -2.64  0.51
52 H 4.98 0.01 -0.40  0.29
53 H -4.07 2.18 -0.70  0.53
54 H -1.42 -0.41 -5.28  0.50
55 H 0.05 3.13 2.96  0.41
56 H -0.43 -0.63 3.50  0.39
57 H 4.31 -1.44 5.16  0.38
58 H -1.69 1.69 1.98  -0.06
59 H -1.25 -0.07 -3.57  -0.14
60 H 4.41 0.79 -1.87  0.45
61 H 2.20 1.05 -1.02  0.23
62 H 4.86 -2.49 3.86  0.31
63 H 2.09 -2.51 5.17  0.30
64 H -4.16 -1.14 -0.45  0.48
65 H -1.42 -0.73 2.04  0.12
66 H -5.15 4.41 -0.69  0.42
67 H 0.47 -1.65 -4.91  0.52
68 H -1.34 6.26 -1.28  0.50
69 H 0.97 2.05 1.04  0.27
70 H -0.25 4.03 -1.28  0.51
71 H -0.16 -4.65 -2.79  0.66
72 H 2.87 -3.92 2.58  0.31
73 H 4.77 -1.89 -1.91  0.47
74 H 3.27 -1.26 -2.59  0.12
75 H -1.82 1.34 3.71  0.44
76 H 3.72 -2.29 0.26  0.43
77 H 0.56 1.83 4.05  0.34
78 H 2.49 -2.84 -0.88  0.33
79 H 3.06 1.00 0.52  0.21

# 2
Here is a cluster of 9 separate species, C27H40N3O18 in total in a non-equilibrium geometry from the OMol25 dataset. Energies are from the ωB97M-V functional and the def2-TZVPD basis.

Its charge is -1. The value obtained for the HOMO energy is -2.22 eV. As for the HOMO-LUMO gap: 1.35 eV. The energy is -69960.79136 eV.

Last column: Mulliken charge in e.
Geometry (Å):
1 O 8.50 4.76 10.30  -0.51
2 O -6.68 -7.52 -5.37  -0.62
3 O -4.90 -2.46 -6.37  -0.56
4 O 2.19 0.67 -6.84  -0.58
5 O -4.65 -3.64 -3.78  -0.51
6 O -4.66 2.34 -2.38  -0.78
7 O 4.60 4.03 6.51  -0.50
8 O 2.33 -0.96 -4.58  -0.51
9 O 4.36 5.99 8.66  -0.55
10 O -5.26 3.99 -1.29  -0.72
11 O 2.52 6.95 0.12  -0.71
12 O 3.32 5.19 -0.87  -0.77
13 O -2.30 3.99 5.66  -0.89
14 O -0.44 -6.05 2.88  -0.36
15 O 9.03 3.13 7.89  -0.61
16 O -7.72 -6.09 -7.53  -0.53
17 O 1.01 -4.46 -7.26  -0.57
18 O 0.40 -2.85 -9.48  -0.53
19 N 0.88 -3.75 2.24  -0.76
20 N -0.78 6.04 -4.30  -0.51
21 N -0.54 1.70 1.19  -0.56
22 C -5.44 -3.49 -6.05  0.45
23 C -2.75 3.00 6.57  -0.50
24 C 7.96 3.73 8.15  0.35
25 C -5.25 -4.33 -4.81  0.66
26 C 1.60 -2.76 -5.98  -0.64
27 C -5.63 3.02 -1.95  0.57
28 C 1.14 -1.01 -8.17  -0.67
29 C 4.87 6.79 0.06  -0.75
30 C -1.28 -7.17 3.23  -0.79
31 C 1.63 -3.40 4.50  -1.42
32 C 5.35 5.30 8.50  0.59
33 C 1.93 -1.44 -5.80  0.42
34 C 0.01 -5.35 4.01  -0.60
35 C -6.30 -4.27 -6.94  -0.73
36 C -6.81 -5.48 -6.69  0.40
37 C 1.76 -0.46 -6.88  0.66
38 C 1.03 -3.25 -7.20  0.79
39 C 0.85 -2.31 -8.31  0.18
40 C -7.03 2.49 -2.20  -0.78
41 C 6.78 3.65 7.31  -0.53
42 C -5.66 -5.60 -4.60  -0.83
43 C 7.65 4.72 9.26  0.71
44 C 3.49 6.23 -0.18  0.54
45 C 1.21 -4.45 3.50  0.41
46 C 5.57 4.25 7.49  0.37
47 C 6.53 5.41 9.40  -0.79
48 C -6.44 -6.33 -5.52  0.76
49 H -2.74 1.99 6.16  0.12
50 H -1.17 6.94 -4.06  0.37
51 H 0.86 -0.37 -8.99  0.40
52 H -2.00 3.02 7.36  0.15
53 H -0.27 0.73 1.26  0.36
54 H -5.42 -6.12 -3.69  0.41
55 H -4.42 -2.73 -4.00  0.34
56 H 0.38 -6.03 4.77  0.38
57 H 9.26 4.20 10.14  0.32
58 H 0.12 6.00 -3.85  0.39
59 H 5.29 6.58 1.05  0.19
60 H 2.08 -5.09 3.32  0.25
61 H 6.77 2.93 6.50  0.40
62 H 6.36 6.02 10.27  0.40
63 H -1.70 -7.30 2.23  0.26
64 H -1.03 1.96 2.03  0.39
65 H 1.73 -3.82 1.70  0.27
66 H -7.85 -7.01 -7.26  0.34
67 H -7.10 1.42 -2.01  0.23
68 H 0.28 2.26 1.01  0.39
69 H -2.03 -7.01 4.00  0.32
70 H 0.68 -3.77 -9.55  0.33
71 H -1.23 5.23 -3.90  0.37
72 H 3.73 4.42 6.68  0.36
73 H 2.37 -2.73 4.07  0.34
74 H 2.09 -3.88 5.37  0.36
75 H -7.75 3.16 -1.72  0.27
76 H 1.53 -3.48 -5.18  0.40
77 H -0.83 -4.74 4.34  0.36
78 H 5.03 7.86 -0.06  0.27
79 H -0.61 -8.02 3.40  0.30
80 H 0.84 -2.79 4.93  0.33
81 H 0.31 -4.49 1.86  0.34
82 H 2.57 -0.03 -4.64  0.34
83 H 5.47 6.37 -0.74  0.24
84 H -1.13 1.77 0.37  0.37
85 H -0.79 5.97 -5.30  0.37
86 H -6.66 -3.66 -7.76  0.40
87 H -3.68 3.22 7.09  0.16
88 H -7.31 2.57 -3.26  0.22

# 3
Here is a cluster of 4 separate species, C27H41Cl2FN4O7 in total from the OMol25 dataset. Energies are from the ωB97M-V functional and the def2-TZVPD basis.

The value obtained for the HOMO energy is -9.14 eV. As for the HOMO-LUMO gap: 8.23 eV. The energy is -76721.24397 eV.

Last column: Mulliken charge in e.
Geometry (Å):
1 Cl -1.96 -2.99 2.22  -0.16
2 Cl -4.81 -2.18 0.83  -0.15
3 F 0.96 -5.12 -2.29  -0.40
4 O -1.73 1.03 -0.16  -0.65
5 O -6.36 0.29 -5.69  -0.59
6 O 1.10 0.09 2.45  -0.53
7 O 3.69 2.86 -0.92  -0.62
8 O -1.17 5.00 4.85  -0.59
9 O -2.85 -3.14 -1.42  -0.62
10 O 2.92 1.29 1.94  -0.58
11 N 4.72 4.57 0.15  0.17
12 N -2.67 -1.08 -0.31  0.49
13 N -4.69 -1.00 -4.84  0.16
14 N -0.36 4.24 2.88  0.19
15 C -3.47 -1.08 -4.06  -0.99
16 C -5.34 0.17 -5.04  0.12
17 C -0.32 -0.92 -0.51  0.98
18 C -0.69 -2.21 -0.89  0.69
19 C 1.92 0.77 1.56  0.46
20 C -5.24 -2.20 -5.43  -0.97
21 C 0.66 -5.54 0.66  -1.14
22 C -2.17 -2.29 -0.91  -0.54
23 C 4.70 3.46 -0.60  0.03
24 C -3.44 -1.07 0.92  -0.48
25 C 5.95 5.24 0.51  -0.96
26 C 4.04 -2.03 0.76  -1.32
27 C 1.59 -2.80 -1.00  -0.55
28 C -1.24 4.91 3.65  0.09
29 C -0.44 -5.47 -0.40  -0.47
30 C -0.49 4.14 1.44  -0.54
31 C -3.33 -0.98 3.46  -1.55
32 C -1.58 -0.15 -0.31  -0.61
33 C 0.76 3.58 3.54  -0.61
34 C 0.27 -3.17 -1.17  -0.55
35 C 3.45 -1.22 -0.41  -0.92
36 C 3.45 5.11 0.62  -0.72
37 C 1.35 0.85 0.16  0.06
38 C -2.59 -1.31 2.17  0.73
39 C 1.97 -1.51 -0.58  1.76
40 C -0.11 -4.57 -1.58  -0.06
41 C 0.99 -0.54 -0.34  -0.46
42 H 5.96 6.26 0.13  0.34
43 H -0.59 3.10 1.13  0.19
44 H 2.94 4.37 1.23  0.08
45 H 2.36 -3.53 -1.21  0.62
46 H 4.27 -3.05 0.43  0.38
47 H -4.04 -1.77 3.72  0.37
48 H 6.07 5.27 1.59  0.34
49 H 0.41 1.39 0.26  -0.44
50 H -4.61 -3.05 -5.18  0.36
51 H -5.30 -2.10 -6.52  0.32
52 H -3.87 -0.07 1.02  0.61
53 H -2.65 -1.46 -4.68  0.32
54 H 0.98 -0.82 2.15  0.37
55 H 5.71 3.11 -0.90  0.33
56 H 3.64 6.00 1.21  0.39
57 H -4.84 1.03 -4.55  0.26
58 H -1.39 4.68 1.12  0.35
59 H -6.25 -2.38 -5.06  0.31
60 H -1.70 -0.68 2.11  0.04
61 H -1.36 -5.08 0.05  0.27
62 H 1.61 -5.85 0.23  0.33
63 H -2.06 5.37 3.06  0.27
64 H 3.93 -1.51 -1.35  0.64
65 H 6.80 4.70 0.08  0.30
66 H 1.37 3.08 2.79  -0.09
67 H 3.31 -2.13 1.56  0.30
68 H -3.86 -0.03 3.34  0.39
69 H 0.79 -4.59 1.17  0.18
70 H 2.81 5.36 -0.23  0.31
71 H -0.97 -4.53 -2.24  0.43
72 H -3.61 -1.75 -3.21  0.45
73 H -3.20 -0.09 -3.70  0.23
74 H 3.61 -0.16 -0.25  -0.05
75 H -0.63 -6.47 -0.79  0.44
76 H 0.40 2.84 4.26  0.32
77 H 2.04 1.35 -0.51  0.45
78 H 0.38 4.58 0.94  0.13
79 H 0.39 -6.28 1.42  0.43
80 H -2.61 -0.85 4.26  0.40
81 H 4.94 -1.56 1.15  0.45
82 H 1.37 4.30 4.07  0.31

Q: The lowest energy belongs to which entry?
A: C27H40F3N3OPS3V

Q: Among the records above, which one has the lowest energy?
A: C27H40F3N3OPS3V

Q: energy of number 2 (C27H40N3O18)?
A: -69960.79136 eV